## P
Molecular formula: C3H6N2S2
Method: DFT, ωB97M-V with the def2-TZVPD basis set

Geometry as ORCA input:
```
! RIJCOSX wB97M-V def2-TZVPD def2/J DEFGRID3
* xyz 0 1
H 0.3887 -1.3522 2.1406
N 0.9170 -0.5348 1.8162
C 0.7214 -0.1217 0.6295
C 1.7137 0.9131 0.2233
S 2.2223 1.2101 -1.2818
N -0.2791 -0.4756 -0.2504
C -0.9577 0.4509 -1.1328
S -1.1079 -1.9667 0.0199
H 1.9432 1.3727 1.1721
H -0.8380 0.0466 -2.1581
H -0.5411 1.4271 -1.1050
H -2.0465 0.5072 -0.9019
H -2.1361 -1.4767 0.8286
*
```

The value obtained for the LUMO energy is -0.86 eV. The HOMO-LUMO gap is 8.2 eV. As for the HOMO energy: -0.33169 hartree.

Results of the Löwdin charge analysis, in e, for atoms 1 through 2: 0.031 0.135

=====

## Q
Molecular formula: C3H6N2S2
Method: DFT, ωB97M-V with the def2-TZVPD basis set

Geometry as ORCA input:
```
! RIJCOSX wB97M-V def2-TZVPD def2/J DEFGRID3
* xyz 0 1
C -2.1596 -1.5606 -0.0107
C -0.1214 0.5065 0.0075
C 2.4201 0.3054 -0.1861
H -2.5227 -1.4523 1.0329
H -2.6975 -0.9699 -0.8812
H -2.0883 -2.6819 -0.0857
H 1.3185 1.9139 0.0957
H 3.1323 1.2478 -0.6260
H 2.2212 -1.5281 1.0684
N 1.2515 0.8380 0.0851
N 2.8953 -0.8361 0.0864
S -0.4272 -1.1876 -0.0870
S -1.3994 1.6845 0.0452
*
```

The value obtained for the LUMO energy is -0.25 eV. The HOMO-LUMO gap is 8.6 eV. As for the HOMO energy: -0.32664 hartree.

Results of the Löwdin charge analysis, in e, for atoms 1 through 2: -0.435 -1.076

=====

Verdict on stability: Q comes out at the bottom.

=====

## P
Molecular formula: C5H4O2
Method: DFT, ωB97M-V with the def2-TZVPD basis set

Geometry as ORCA input:
```
! RIJCOSX wB97M-V def2-TZVPD def2/J DEFGRID3
* xyz 0 1
O -0.5630 -0.9289 1.8271
C -0.2578 -0.4671 0.7755
C -0.2878 0.8913 0.1736
C 0.1660 0.8419 -0.9732
C 0.6483 -0.3396 -1.6690
C 0.3669 -1.3575 -0.4470
O 0.5711 -2.5202 -0.4364
H 1.7134 -0.3508 -1.9195
H 0.0709 -0.6494 -2.5452
H -1.2908 1.9851 2.3452
H -1.2667 2.6389 2.6968
*
```

The value obtained for the LUMO energy is -1.04 eV. The HOMO-LUMO gap is 9.4 eV. As for the HOMO energy: -0.38315 hartree.

Results of the Löwdin charge analysis, in e, for atoms 1 through 2: 0.142 -0.332

=====

## Q
Molecular formula: C5H4O2
Method: DFT, ωB97M-V with the def2-TZVPD basis set

Geometry as ORCA input:
```
! RIJCOSX wB97M-V def2-TZVPD def2/J DEFGRID3
* xyz 0 1
O 1.1588 -0.2721 -1.3844
C 0.0790 0.4272 -0.8933
C -1.1775 -0.1542 -1.1525
C -0.6609 -0.7090 -0.0398
C -0.0859 -0.3797 1.2358
C 0.3761 0.8907 1.2206
O 0.3676 1.4742 0.0000
H 0.8173 -1.1670 -1.0369
H -1.5148 -0.5841 -2.0815
H -0.0843 -1.0365 2.0912
H 0.7245 1.5106 2.0408
*
```

The value obtained for the LUMO energy is 0.06 eV. The HOMO-LUMO gap is 8.9 eV. As for the HOMO energy: -0.32548 hartree.

Results of the Löwdin charge analysis, in e, for atoms 1 through 2: 0.056 -0.503

=====

## R
Molecular formula: C5H4O2
Method: DFT, ωB97M-V with the def2-TZVPD basis set

Geometry as ORCA input:
```
! RIJCOSX wB97M-V def2-TZVPD def2/J DEFGRID3
* xyz 0 1
O 2.1409 1.4339 -0.3440
C 1.1726 0.7279 -0.1945
C 1.0770 -0.6883 0.2403
C -0.1446 -1.1744 -0.0765
C -1.1550 -0.0698 -0.3942
C -0.2911 1.1476 0.0087
O -0.5582 2.0296 0.7793
H 1.7612 -1.0368 0.9863
H -0.4545 -2.2098 0.0939
H -1.9937 -0.1558 0.3123
H -1.5547 -0.0041 -1.4115
*
```

The value obtained for the LUMO energy is -0.39 eV. The HOMO-LUMO gap is 8.9 eV. As for the HOMO energy: -0.34107 hartree.

Results of the Löwdin charge analysis, in e, for atoms 1 through 2: 0.125 -0.329

=====

Verdict on stability: Q comes out at the bottom.

=====

## P
Molecular formula: C5H10O
Method: DFT, ωB97M-V with the def2-TZVPD basis set

Geometry as ORCA input:
```
! RIJCOSX wB97M-V def2-TZVPD def2/J DEFGRID3
* xyz 0 1
C -0.6936 2.3014 0.8767
C -0.9137 0.8083 0.6805
C 0.1496 0.1566 -0.1884
O 1.0296 0.8054 -0.7140
C 0.0509 -1.3500 -0.3726
C 1.3029 -1.9547 -0.9936
H -1.4688 2.7267 1.5216
H 0.2817 2.4906 1.3346
H -0.7086 2.8280 -0.0813
H -1.8933 0.6073 0.2231
H -0.9328 0.2813 1.6443
H -0.8298 -1.5447 -1.0023
H -0.1772 -1.8100 0.5980
H 2.1687 -1.8079 -0.3403
H 1.1757 -3.0286 -1.1609
H 1.5311 -1.4743 -1.9484
*
```

The value obtained for the LUMO energy is 0.97 eV. The HOMO-LUMO gap is 10.6 eV. As for the HOMO energy: -0.35224 hartree.

Results of the Löwdin charge analysis, in e, for atoms 1 through 2: -0.107 -0.193

=====

## Q
Molecular formula: C5H10O
Method: DFT, ωB97M-V with the def2-TZVPD basis set

Geometry as ORCA input:
```
! RIJCOSX wB97M-V def2-TZVPD def2/J DEFGRID3
* xyz 0 1
C -1.1673 -0.8669 -0.4697
C -0.2337 0.3291 -0.2806
C -0.9598 1.4944 0.3858
C 1.0025 -0.0793 0.5081
C 1.9407 -0.9879 -0.2392
O 1.9124 -1.2251 -1.4283
H -2.0419 -0.5814 -1.0631
H -1.5270 -1.2380 0.4997
H -0.6619 -1.6888 -0.9868
H 0.1197 0.6473 -1.2688
H -0.3049 2.3667 0.4953
H -1.8277 1.7964 -0.2103
H -1.3201 1.2151 1.3844
H 1.6108 0.7973 0.7911
H 0.7344 -0.5563 1.4662
H 2.7240 -1.4227 0.4163
*
```

The value obtained for the LUMO energy is 1.03 eV. The HOMO-LUMO gap is 10.9 eV. As for the HOMO energy: -0.36186 hartree.

Results of the Löwdin charge analysis, in e, for atoms 1 through 2: -0.076 -0.451

=====

Verdict on stability: Q comes out at the bottom.

=====

## P
Molecular formula: C5H10O
Method: DFT, ωB97M-V with the def2-TZVPD basis set

Geometry as ORCA input:
```
! RIJCOSX wB97M-V def2-TZVPD def2/J DEFGRID3
* xyz 0 1
C 0.0568 -0.7240 0.4139
C 0.9737 -0.1980 -0.7565
C 0.6663 1.3888 -0.7535
C -0.3727 1.6091 0.5223
C -1.1854 0.1702 0.3019
H 0.6471 -2.5753 0.4931
H 0.6769 -0.5995 1.3143
H 2.0490 -0.5832 -0.5245
H 0.5695 -0.6258 -1.6362
H 0.0618 1.6614 -1.9174
H 1.7676 2.2222 -0.8174
H -1.1466 2.7493 0.5403
H 0.2834 1.6602 1.7041
H -2.0458 -0.0688 1.1507
H -1.6870 0.0243 -0.7758
O -0.2510 -2.1677 0.2625
*
```

The value obtained for the LUMO energy is 0.86 eV. The HOMO-LUMO gap is 10.8 eV. As for the HOMO energy: -0.36478 hartree.

Results of the Löwdin charge analysis, in e, for atoms 1 through 2: -0.446 -0.191

=====

## Q
Molecular formula: C5H10O
Method: DFT, ωB97M-V with the def2-TZVPD basis set

Geometry as ORCA input:
```
! RIJCOSX wB97M-V def2-TZVPD def2/J DEFGRID3
* xyz 0 1
C -2.4495 0.3683 -0.1686
C -1.1810 -0.4630 -0.0022
C 0.0820 0.3918 0.1055
C 1.3026 -0.4844 0.3081
C 3.3769 -0.1031 -0.6614
O 2.5054 0.3114 0.2134
H -3.3299 -0.2730 -0.2805
H -2.6143 1.0168 0.6996
H -2.3858 1.0080 -1.0565
H -1.2703 -1.0981 0.8900
H -1.0727 -1.1457 -0.8559
H 0.2156 0.9789 -0.8126
H -0.0090 1.1073 0.9329
H 1.3807 -1.2629 -0.4564
H 1.3074 -0.9445 1.3018
H 4.1852 0.6638 -0.5666
*
```

The value obtained for the LUMO energy is 0.91 eV. The HOMO-LUMO gap is 9.5 eV. As for the HOMO energy: -0.31613 hartree.

Results of the Löwdin charge analysis, in e, for atoms 1 through 2: -0.118 -0.277

=====

Verdict on stability: P comes out at the bottom.